Entry 1:
C8H20N2 | wB97M-V/def2-TZVPD

```
! RIJCOSX wB97M-V def2-TZVPD def2/J DEFGRID3
* xyz 0 1
H -2.68 3.04 -0.11
C 0.98 -0.14 0.94
H -2.27 1.98 -1.46
C 1.56 -1.34 -1.60
H 3.37 -0.74 -0.88
C -2.42 2.02 -0.38
H -2.04 -0.98 1.12
C -0.71 0.19 -0.09
H 0.85 -3.32 -1.32
H -2.07 -1.46 -0.62
H 0.01 2.77 -0.88
H 2.92 -2.32 -0.46
H -0.37 0.25 -1.13
H -1.36 1.58 1.42
H -0.15 -2.31 -2.36
N -0.13 2.64 0.12
H 1.40 -0.20 3.06
C -1.14 1.60 0.35
N 2.80 -1.54 -1.09
H -0.31 -0.30 2.67
H -0.35 -2.09 -0.57
H 1.14 -1.21 0.87
H 0.54 1.25 2.57
H -3.24 1.34 -0.13
C 0.63 0.18 2.38
H 1.43 -0.41 -2.14
H 1.85 0.41 0.58
H 0.77 2.35 0.49
C 0.50 -2.30 -1.49
C -1.54 -0.92 0.16
*
```

Computed properties:
* max |F|: 2.866 eV Å⁻¹
* relative energy (zero: lowest compared OMol25 entry of this formula, charge and spin): 5.084 eV
* HOMO energy (spin up / spin down): -0.2201 / -0.2507 Eh
* lowest unoccupied orbital energy (spin up / spin down): 0.27 / 0.76 eV

=====

Entry 2:
C8H20NO5 | wB97M-V/def2-TZVPD

```
! RIJCOSX wB97M-V def2-TZVPD def2/J DEFGRID3
* xyz 1 1
H 2.76 -1.66 -1.49
H -2.46 0.31 0.68
C -0.96 -2.28 -2.35
H -0.41 -2.67 -3.09
O -0.85 1.15 2.48
O 1.18 -0.48 -2.00
N -0.20 -2.53 -1.13
C 0.84 -3.57 -1.04
C -0.11 1.28 3.71
H -0.54 2.00 4.23
C 2.57 -0.79 -2.02
C -1.02 2.22 1.80
H -0.07 4.65 0.53
H 2.13 -1.14 0.02
H 1.47 -3.63 -1.92
C 0.55 -0.65 -0.86
H -2.57 1.01 -0.90
H -1.91 -2.79 -2.33
H 0.91 1.57 3.65
H -0.96 5.32 1.88
H -1.02 0.48 -0.48
H -0.07 0.25 4.03
H 2.97 -1.08 -3.08
H -0.74 -2.60 -0.27
H -1.74 4.58 0.60
O 1.26 -0.85 0.21
H 0.46 -4.48 -0.60
H 1.60 -3.39 -0.22
H 3.17 -0.12 -1.49
C -1.83 0.90 0.01
C -0.89 4.55 1.17
O -0.80 3.48 2.20
H -1.12 -1.21 -2.58
O -1.61 2.17 0.64
*
```

Computed properties:
* max |F|: 5.265 eV Å⁻¹
* HOMO energy: -0.3681 Eh
* lowest unoccupied orbital energy: -2.76 eV

=====

Entry 3:
C8H21ClCrIOP2 | wB97M-V/def2-TZVPD

```
! RIJCOSX wB97M-V def2-TZVPD def2/J DEFGRID3
* xyz 2 4
H 0.61 -2.25 -0.02
H 2.34 2.52 -1.36
H -0.76 1.51 3.29
H 0.05 2.50 -2.96
H -3.77 -0.08 2.40
O 2.18 1.02 1.66
P 1.08 0.53 -2.02
H 2.05 -0.63 -3.86
C 0.13 1.45 -3.25
H 2.10 -1.32 -0.01
H -0.87 1.01 -3.32
C 1.66 -0.96 -2.89
H -2.50 -2.11 2.97
H -3.51 0.14 0.64
H 2.45 -1.46 -2.32
H 1.15 -1.61 1.53
H -2.09 -2.59 1.29
H 0.65 1.36 -4.21
H 3.06 1.65 -2.75
C -0.83 0.42 3.35
C 2.58 1.54 -1.76
C 1.27 0.71 0.99
H 0.16 0.01 3.59
H -0.80 -2.53 2.53
H 0.82 -1.65 -3.04
Cr -0.37 -0.06 -0.27
P -1.47 -0.30 1.80
C -1.73 -2.06 2.18
Cl -1.96 -1.03 -1.55
H -1.54 0.14 4.14
H 3.27 1.03 -1.07
I -0.24 2.61 0.44
H -3.11 1.46 1.76
C 1.10 -1.38 0.46
C -3.13 0.38 1.64
*
```

Computed properties:
* <S²>: 3.934
* max |F|: 5.008 eV Å⁻¹
* HOMO energy (spin up / spin down): -0.6045 / -0.6204 Eh
* lowest unoccupied orbital energy (spin up / spin down): -9.87 / -11.23 eV

=====

Entry 4:
C8H21ClI2NP2Yb | wB97M-V/def2-TZVPD

```
! RIJCOSX wB97M-V def2-TZVPD def2/J DEFGRID3
* xyz 2 2
C 0.27 -1.97 2.13
C 2.53 2.73 -0.66
H 1.32 1.88 2.90
C 3.48 0.63 1.07
H -0.61 -3.27 3.50
C -3.62 -0.46 -0.06
C 1.57 2.56 2.07
H -3.46 -0.91 0.93
Cl -1.08 2.23 -0.53
H -3.56 -0.67 -3.07
H 3.21 -0.08 1.86
C -2.20 -2.69 -1.25
H -1.40 -2.99 -1.95
H -4.54 -0.85 -0.51
H 0.68 3.17 1.82
C -2.59 -0.26 -2.76
H 3.83 0.07 0.19
C 0.37 -2.89 3.20
H -1.79 -0.54 -3.48
H -1.99 -3.12 -0.27
H 1.66 3.36 -0.96
H 4.26 1.30 1.42
P 1.95 1.49 0.61
H 2.41 3.21 2.34
I 2.12 -0.14 -3.81
H 0.83 -2.44 4.09
I 0.18 2.11 -4.40
N 0.21 -1.23 1.24
Yb 0.31 0.43 -1.42
H 2.89 2.18 -1.56
H -2.63 0.85 -2.72
H -3.66 0.63 0.03
H 0.99 -3.76 2.91
H -3.17 -3.04 -1.62
H 3.34 3.36 -0.24
P -2.12 -0.88 -1.06
*
```

Computed properties:
* <S²>: 0.751
* max |F|: 2.744 eV Å⁻¹
* HOMO energy (spin up / spin down): -0.5743 / -0.5741 Eh
* lowest unoccupied orbital energy (spin up / spin down): -10.35 / -10.35 eV

=====

Entry 5:
C8H21CsNO3 | wB97M-V/def2-TZVPD

```
! RIJCOSX wB97M-V def2-TZVPD def2/J DEFGRID3
* xyz 0 2
C 0.33 2.11 -2.04
C -2.05 2.31 -1.70
C 1.54 1.19 -1.82
H 0.68 3.13 -1.84
H -2.78 2.19 -0.89
H 2.20 -1.30 -0.85
O 3.24 -3.12 -2.36
H 3.35 -4.45 -3.99
C 3.47 -4.44 -2.90
H 1.11 -2.98 -2.17
H -2.35 1.76 -2.59
C -3.79 1.59 5.80
N 1.14 -0.19 -2.30
H 2.75 -5.10 -2.43
C 1.99 -2.52 -2.63
O -0.80 1.76 -1.21
H -2.01 3.37 -1.91
C -2.47 0.90 5.88
H 3.20 -0.80 -2.22
H -4.58 0.96 5.40
O -1.90 0.83 4.59
C 2.20 -1.13 -1.93
H 4.51 -4.76 -2.87
H -4.13 1.74 6.82
Cs -0.92 1.08 1.69
H 2.39 1.61 -2.36
H -2.18 0.04 4.13
H -3.74 2.56 5.31
H 0.37 -0.45 -1.69
H -2.65 -0.12 6.21
H 1.67 1.10 -0.74
H -1.67 1.39 6.43
H 0.04 2.18 -3.09
H 1.83 -2.43 -3.71
*
```

Computed properties:
* <S²>: 0.750
* max |F|: 3.054 eV Å⁻¹
* relative energy (zero: lowest compared OMol25 entry of this formula, charge and spin): 0.000 eV
* HOMO energy (spin up / spin down): -0.1131 / -0.3397 Eh
* lowest unoccupied orbital energy (spin up / spin down): 0.15 / 0.15 eV

=====

Entry 6:
C8H21CuNO4 | wB97M-V/def2-TZVPD

```
! RIJCOSX wB97M-V def2-TZVPD def2/J DEFGRID3
* xyz -1 1
H 21.18 -0.97 4.01
H 21.87 1.63 6.67
O 20.69 -2.36 1.31
H 27.01 2.48 4.03
N 22.84 -0.37 2.79
H 22.69 -1.11 7.85
H 21.92 3.16 5.77
H 22.38 -3.11 2.30
C 22.90 -1.14 1.49
H 22.47 -3.08 0.63
H 23.03 0.61 2.65
C 21.51 -0.18 3.34
C 21.35 1.20 4.08
O 22.60 1.43 4.80
H 25.34 2.10 4.08
H 26.19 2.77 5.44
O 23.45 -2.16 6.28
O 26.43 0.76 5.05
H 20.26 -3.26 3.06
H 23.88 -1.48 1.18
H 21.75 -2.53 7.27
H 23.42 2.39 6.34
H 21.69 -1.09 6.33
C 26.26 2.01 4.66
H 20.56 1.25 4.84
H 20.70 -0.15 2.61
H 20.28 -4.32 1.63
H 18.93 -3.07 1.93
H 21.32 2.04 3.38
Cu 24.03 -0.30 4.81
C 19.98 -3.34 2.00
C 22.43 2.21 5.93
H 22.41 -0.44 0.81
C 22.35 -1.67 6.98
C 22.11 -2.47 1.46
*
```

Computed properties:
* max |F|: 2.669 eV Å⁻¹
* relative energy (zero: lowest compared OMol25 entry of this formula, charge and spin): 1.503 eV
* HOMO energy: -0.1064 Eh
* lowest unoccupied orbital energy: 2.73 eV

=====

Entry 7:
C8H21N5O9P2PdSi | wB97M-V/def2-TZVPD

```
! RIJCOSX wB97M-V def2-TZVPD def2/J DEFGRID3
* xyz 2 5
C 4.91 1.74 -0.70
C 2.73 0.03 0.32
Si 4.53 0.23 0.40
H 6.24 0.49 2.09
H -2.71 -3.02 3.80
H -4.96 2.52 -1.75
Pd -0.56 -0.31 0.00
H 4.47 1.61 -1.69
H -1.52 3.12 -1.73
N -1.18 -3.01 0.24
H -2.58 -1.57 -3.00
C 5.24 -1.22 -0.60
C -4.41 1.73 -2.26
O -2.38 3.00 -2.17
C -2.97 1.75 -1.78
C 5.15 0.39 2.11
O -1.64 -4.09 0.49
H 5.02 -2.15 -0.06
C -1.64 -2.04 2.38
H 4.73 1.27 2.60
C 1.48 -0.11 0.27
H 4.90 -0.49 2.71
H -1.79 -0.79 4.02
H -1.13 1.00 2.53
H 6.31 -1.04 -0.65
O -1.32 1.66 0.34
H 0.27 0.15 2.94
P -2.87 1.60 0.05
H -2.43 -3.88 2.32
H 4.51 2.63 -0.21
N -2.33 -3.04 2.87
H -4.88 0.77 -2.05
H -4.06 -0.18 0.49
O -2.66 -0.91 -2.29
P -1.96 0.48 -2.59
O -0.72 -2.63 -0.84
N -1.09 -2.00 1.15
O -2.08 0.58 -4.14
H 4.80 -1.24 -1.60
O -0.53 0.53 -2.05
N -0.65 0.09 2.51
O -3.13 0.02 0.34
H -1.47 1.16 -4.62
H 6.00 1.78 -0.76
H -4.45 1.91 -3.33
O -3.79 2.44 0.81
N -1.42 -0.92 3.09
*
```

Computed properties:
* <S²>: 6.023
* max |F|: 1.281 eV Å⁻¹
* relative energy (zero: lowest compared OMol25 entry of this formula, charge and spin): 2.190 eV
* HOMO energy (spin up / spin down): -0.5845 / -0.5831 Eh
* lowest unoccupied orbital energy (spin up / spin down): -6.62 / -10.32 eV

=====

Entry 8:
C8H21O5P3S | wB97M-V/def2-TZVPD

```
! RIJCOSX wB97M-V def2-TZVPD def2/J DEFGRID3
* xyz 0 1
C 5.67 1.42 1.48
H -2.33 -0.73 2.06
H -4.17 -2.54 2.25
H -3.91 1.55 -0.72
H -2.53 -2.37 -3.62
H -3.30 2.71 1.68
H -3.30 1.04 2.20
C -2.69 -1.31 1.22
H 3.95 1.73 0.25
C -3.65 1.71 1.42
O 1.25 -1.04 -1.17
H 3.35 0.02 1.96
H -4.74 1.72 1.45
H -2.28 -0.17 -3.60
O -0.70 -1.57 -2.52
P -0.05 -0.35 -1.72
H 5.12 0.63 -0.46
H 1.84 0.67 -0.15
H -4.56 -2.20 0.55
C 2.29 -0.17 -0.68
H 4.64 -1.02 1.36
O 3.03 -0.98 0.17
H 2.86 0.17 -1.55
O 0.11 0.87 -2.49
C -3.14 1.32 0.02
H 6.12 2.36 1.15
H -2.02 -2.16 1.12
S -0.72 -1.48 -5.55
O -0.94 -0.17 -0.42
P -1.60 -1.36 -3.86
P -2.62 -0.41 -0.36
H -4.77 -0.94 1.75
H 5.20 1.59 2.44
H 6.46 0.68 1.63
H -2.28 1.93 -0.25
C 3.90 -0.28 1.05
C -4.13 -1.78 1.46
C 4.64 0.91 0.47
*
```

Computed properties:
* max |F|: 0.507 eV Å⁻¹
* HOMO energy: -0.3294 Eh
* lowest unoccupied orbital energy: 0.67 eV

=====

Entry 9:
C8H21O6PSiYb | wB97M-V/def2-TZVPD

```
! RIJCOSX wB97M-V def2-TZVPD def2/J DEFGRID3
* xyz 2 1
H -3.42 4.39 0.80
H -3.08 5.72 2.62
H -2.05 2.98 -0.81
H -1.38 4.53 -0.35
O -1.72 3.23 1.23
C 1.23 -4.97 0.23
H 0.66 3.63 -0.77
H -1.72 4.71 3.13
O -0.09 1.71 -1.17
C 0.68 0.65 -0.78
H 2.38 -3.30 -2.45
H 1.67 0.71 -1.25
O -1.58 -2.48 -0.86
H 1.44 -1.79 -2.28
C 3.24 -2.69 0.37
H 0.83 0.60 0.30
C -2.77 4.71 2.86
H 0.41 2.63 0.66
H 0.17 -5.21 0.30
O -1.51 -0.59 0.77
H 3.30 -2.71 1.45
O 0.48 -2.15 0.70
O 0.03 -0.54 -1.29
H 1.68 -5.16 1.21
C -2.96 3.82 1.61
H 4.00 -3.33 -0.09
P -0.69 -1.40 -0.11
Si 1.52 -3.18 -0.13
H -3.36 4.33 3.68
H -3.65 3.02 1.88
C 1.44 -2.87 -2.04
Yb 1.63 -1.73 -4.31
H 1.68 -5.61 -0.53
C -1.37 3.47 -0.11
H 0.63 -3.44 -2.52
H 3.41 -1.67 0.03
C 0.02 2.87 -0.33
H -1.20 -2.87 -1.65
*
```

Computed properties:
* max |F|: 2.967 eV Å⁻¹
* relative energy (zero: lowest compared OMol25 entry of this formula, charge and spin): 0.000 eV
* HOMO energy: -0.4854 Eh
* lowest unoccupied orbital energy: -10.49 eV

=====

Entry 10:
C8H22BInLiO8P | wB97M-V/def2-TZVPD

```
! RIJCOSX wB97M-V def2-TZVPD def2/J DEFGRID3
* xyz 0 1
H 0.17 0.58 3.79
H -1.10 -4.90 3.13
Li 3.37 4.41 -0.82
H -2.84 -5.07 2.24
C -2.09 2.14 -3.47
P 2.33 -1.41 0.19
H 0.84 -0.75 2.63
H -0.10 3.28 -3.33
H -1.88 -0.16 -3.92
O -1.15 -2.25 3.15
O 2.87 -1.84 -1.45
H -1.66 -2.60 1.00
C 0.97 1.99 -1.54
H 1.59 -3.23 1.36
H 1.98 2.24 -2.12
O 3.60 -1.70 1.13
C -2.57 0.76 -4.23
H -1.18 -4.99 1.21
O 3.86 1.83 2.55
H 2.21 -2.57 -1.72
H -2.14 -0.62 2.09
H -2.41 2.20 -2.33
H -2.40 0.92 -5.39
B 3.08 2.36 1.42
O 1.11 -2.59 0.73
H -3.71 0.61 -3.94
O -0.02 1.27 -2.36
H 2.33 4.06 0.67
In 1.52 0.98 0.42
C -0.42 2.16 -3.47
C -0.04 0.00 2.77
H 0.53 3.06 -1.26
O -0.23 0.92 1.62
H -3.09 -2.73 2.25
O 3.28 3.76 0.91
C -1.75 -4.60 2.18
H -2.04 -0.40 4.02
C -1.49 -0.79 3.05
H -2.50 3.08 -4.03
H 3.19 1.74 3.31
C -1.92 -2.95 2.08
H -0.09 1.78 -4.53
*
```

Computed properties:
* max |F|: 6.291 eV Å⁻¹
* HOMO energy: -0.2989 Eh
* lowest unoccupied orbital energy: -2.35 eV

=====

Entry 11:
C8H22Br3N7O14 | wB97M-V/def2-TZVPD

```
! RIJCOSX wB97M-V def2-TZVPD def2/J DEFGRID3
* xyz 0 1
H 9.38 6.98 12.55
H 10.40 10.82 13.62
H 10.06 10.48 8.50
C 10.98 10.16 8.99
H 7.75 7.39 11.89
H 5.25 10.83 10.24
O 15.75 9.53 8.98
O 7.09 12.74 9.61
H 6.95 10.58 10.74
H 12.17 10.77 13.92
H 12.86 5.38 11.79
C 8.93 8.10 6.43
O 11.73 7.80 13.03
N 12.41 7.37 12.06
O 10.88 6.99 7.12
O 8.30 6.88 9.49
O 9.65 10.94 10.67
N 15.36 8.43 9.34
H 14.69 6.66 8.74
C 14.55 7.68 8.38
H 13.27 6.04 13.37
O 7.12 11.54 7.87
Br 9.60 14.67 8.08
H 14.82 7.82 7.33
C 13.24 6.26 12.30
O 12.34 7.84 10.97
H 8.44 7.28 6.96
O 11.11 8.91 6.28
N 11.08 11.98 15.17
H 13.53 7.96 8.63
C 6.26 10.61 9.90
H 11.92 10.29 8.45
H 8.72 9.05 6.92
H 8.67 8.17 5.38
N 10.43 7.99 6.66
N 10.80 10.91 10.27
N 8.97 6.59 10.47
H 6.22 9.69 9.31
C 8.82 7.40 11.71
O 11.78 11.65 16.13
H 9.20 8.40 11.53
C 11.29 11.41 13.81
H 11.67 13.89 9.17
N 6.85 11.69 9.07
H 14.27 6.53 12.05
H 11.45 12.12 12.99
Br 12.16 13.20 6.78
O 10.08 12.68 15.32
O 11.75 11.45 10.82
O 9.79 5.63 10.55
O 15.62 7.91 10.43
C 11.54 14.41 8.22
Br 12.42 16.14 8.08
H 10.90 9.10 9.26
*
```

Computed properties:
* max |F|: 3.876 eV Å⁻¹
* HOMO energy: -0.3723 Eh
* lowest unoccupied orbital energy: -0.66 eV

=====

Entry 12:
C8H22CsN2O2 | wB97M-V/def2-TZVPD

```
! RIJCOSX wB97M-V def2-TZVPD def2/J DEFGRID3
* xyz 1 1
H 1.19 5.57 -4.64
H -0.21 -5.06 5.47
H -1.72 2.50 -5.49
C -0.64 2.62 -5.58
C -1.14 -4.33 3.70
H -0.13 1.66 -5.68
H -0.42 -3.99 1.64
H 0.54 4.42 -1.74
C 1.25 4.68 -2.53
H 2.13 -5.26 5.80
H -2.30 -2.82 3.54
N -1.46 -2.95 4.09
Cs 1.54 1.14 3.69
H 2.13 5.16 -2.10
H -2.19 -4.12 1.75
C 2.27 -5.19 4.72
H 3.24 -4.74 4.50
H 1.71 3.77 -2.90
H -2.01 -4.96 3.92
H -0.13 -6.21 4.11
H 0.11 7.37 -3.91
C -0.09 -5.16 4.39
H -0.56 3.20 -6.49
H -0.55 6.57 -2.71
N 0.33 6.69 -3.20
H 2.46 -6.16 4.26
H -1.15 -5.57 1.97
H -1.47 4.59 -3.84
O 1.19 -4.46 4.18
H -2.08 -2.85 4.89
C 0.62 5.44 -3.72
H -0.66 5.03 -5.38
C -1.24 -4.50 2.14
O -0.04 3.29 -4.49
C -0.52 4.63 -4.37
*
```

Computed properties:
* max |F|: 3.535 eV Å⁻¹
* relative energy (zero: lowest compared OMol25 entry of this formula, charge and spin): 2.787 eV
* HOMO energy: -0.3996 Eh
* lowest unoccupied orbital energy: -3.77 eV